One molecule with the formula C26H26N4O3S. Source: the OMol25 dataset; level of theory: ωB97M-V/def2-TZVPD.

## Properties
- ΔE to the lowest compared entry with this formula, charge and spin: 12.9 kcal per mole
- E_LUMO: -0.880 eV
- Highest occupied orbital energy: -7.70 eV
- DFT total energy: -1849.36888 hartree
- Structure (SMILES): COc1ccc(NC(=S)N2CCN(CCN3C(=O)c4cccc5cccc(c45)C3=O)CC2)cc1

Positions of all 60 atoms, in Å:
C (-5.887, -2.693, -2.501)
H (-5.521, -3.691, -2.238)
O (-6.353, -1.998, -1.371)
C (-5.474, -1.730, -0.365)
C (-4.131, -2.088, -0.357)
C (-3.326, -1.762, 0.720)
C (-3.840, -1.062, 1.806)
C (-5.193, -0.720, 1.803)
C (-5.997, -1.047, 0.735)
H (-7.042, -0.784, 0.727)
H (-5.610, -0.195, 2.650)
N (-3.076, -0.725, 2.928)
C (-1.722, -0.763, 3.110)
N (-0.901, -0.490, 2.069)
C (0.531, -0.605, 2.243)
C (1.142, 0.749, 2.605)
N (0.836, 1.684, 1.540)
C (-0.597, 1.839, 1.405)
C (-1.231, 0.491, 1.054)
H (-2.308, 0.608, 0.963)
H (-0.825, 0.152, 0.097)
H (-0.805, 2.535, 0.592)
H (-1.052, 2.225, 2.337)
C (1.551, 2.942, 1.608)
H (2.513, 2.771, 2.095)
C (1.823, 3.463, 0.188)
N (2.428, 2.399, -0.598)
C (3.779, 2.173, -0.390)
O (4.423, 2.901, 0.339)
C (4.371, 1.025, -1.095)
C (5.719, 0.759, -0.968)
C (6.286, -0.345, -1.612)
C (5.509, -1.182, -2.370)
C (4.127, -0.946, -2.521)
C (3.288, -1.780, -3.290)
C (1.951, -1.507, -3.414)
C (1.393, -0.390, -2.785)
C (2.181, 0.450, -2.024)
C (3.556, 0.181, -1.876)
C (1.582, 1.631, -1.379)
O (0.416, 1.936, -1.537)
H (0.343, -0.164, -2.887)
H (1.318, -2.153, -4.004)
H (3.721, -2.639, -3.781)
H (5.946, -2.038, -2.864)
H (7.343, -0.534, -1.504)
H (6.323, 1.419, -0.364)
H (0.900, 3.754, -0.313)
H (2.515, 4.305, 0.229)
H (1.008, 3.711, 2.179)
H (2.225, 0.646, 2.693)
H (0.737, 1.075, 3.578)
H (0.737, -1.335, 3.025)
H (0.953, -0.948, 1.292)
S (-1.172, -1.137, 4.630)
H (-3.581, -0.744, 3.805)
H (-2.292, -2.069, 0.720)
H (-3.695, -2.632, -1.179)
H (-5.096, -2.138, -3.017)
H (-6.747, -2.790, -3.162)

Calculated atomic charges, method Mulliken, unit e: -0.81 0.33 -0.46 0.79 -0.52 -0.05 -0.35 -0.46 -0.66 0.42 0.41 -0.08 0.25 0.11 -1.44 -0.67 0.65 -1.38 -0.50 0.52 0.13 0.43 0.47 -1.09 0.60 -1.30 0.16 0.32 -0.68 0.09 -0.40 -0.71 -0.74 0.50 -0.76 -0.81 -0.53 0.57 0.52 0.63 -0.70 0.55 0.40 0.42 0.42 0.40 0.53 0.57 0.47 0.31 0.53 0.31 0.66 0.32 -0.37 0.29 0.44 0.38 0.33 0.24